{"formula": "C45H51N7OPPbS", "method": "ωB97M-V/def2-TZVPD", "elements": ["Pb", "C", "C", "C", "C", "N", "C", "C", "C", "C", "C", "C", "N", "C", "C", "C", "C", "C", "N", "H", "H", "H", "H", "H", "H", "H", "H", "H", "H", "H", "C", "C", "C", "C", "C", "C", "P", "C", "C", "C", "C", "C", "C", "C", "C", "C", "C", "C", "C", "H", "H", "H", "H", "H", "H", "H", "H", "H", "H", "H", "H", "H", "H", "C", "C", "C", "S", "O", "C", "C", "C", "H", "H", "H", "H", "H", "H", "H", "H", "H", "H", "H", "H", "H", "H", "C", "N", "C", "N", "C", "N", "C", "N", "C", "C", "H", "H", "H", "H", "H", "H", "H", "H", "H", "H", "H", "H"], "coordinates": [[0.640509, -0.182324, 0.063641], [5.032145, -0.028925, -1.755340], [5.853475, 0.183624, -0.662032], [5.293209, 0.208379, 0.607610], [3.927764, 0.013888, 0.746836], [3.134334, -0.178227, -0.315525], [3.675927, -0.198346, -1.535625], [3.257363, 0.020105, 2.074616], [3.970584, -0.040504, 3.263389], [3.279172, -0.043268, 4.461928], [1.897266, 0.047056, 4.451784], [1.241815, 0.118465, 3.231519], [1.920187, 0.075295, 2.079218], [-0.231712, 0.302339, 3.129555], [-1.015705, 0.585127, 4.235477], [-2.368827, 0.843575, 4.066385], [-2.897946, 0.842745, 2.789053], [-2.063585, 0.539623, 1.729801], [-0.770916, 0.247571, 1.900477], [5.424933, -0.059358, -2.761673], [6.917800, 0.330129, -0.788957], [5.924025, 0.390685, 1.464411], [2.996461, -0.347725, -2.364910], [5.047420, -0.108305, 3.264468], [3.814027, -0.111009, 5.399819], [1.353489, 0.055853, 5.383343], [-0.586684, 0.627492, 5.224444], [-2.989582, 1.063816, 4.924665], [-3.936081, 1.078182, 2.602335], [-2.429973, 0.544664, 0.716454], [-3.520569, 4.082755, 0.670934], [-3.348378, 3.430311, -0.541510], [-2.087115, 2.992359, -0.927244], [-0.992874, 3.211787, -0.093645], [-1.170653, 3.866543, 1.128681], [-2.429729, 4.303516, 1.504975], [0.656226, 2.575908, -0.460664], [1.802067, 3.952712, -0.470547], [3.164767, 3.676711, -0.333703], [4.087047, 4.706289, -0.401295], [3.651741, 6.011540, -0.599304], [2.297880, 6.289777, -0.730575], [1.367356, 5.264069, -0.665795], [0.608145, 1.797130, -2.099025], [0.677191, 2.439824, -3.338153], [0.675735, 1.681796, -4.499180], [0.586276, 0.292918, -4.442754], [0.491897, -0.364653, -3.220093], [0.535100, 0.416372, -2.081290], [-4.500521, 4.440760, 0.957934], [-4.192700, 3.286683, -1.202469], [-1.958758, 2.506659, -1.887164], [-0.320515, 4.058511, 1.775112], [-2.559552, 4.832726, 2.439832], [3.500433, 2.656548, -0.178272], [5.143541, 4.499352, -0.296186], [4.372356, 6.816752, -0.648927], [1.965970, 7.307650, -0.883363], [0.311943, 5.485064, -0.764772], [0.738786, 3.520524, -3.387615], [0.743990, 2.173629, -5.460367], [0.599329, -0.284421, -5.358478], [0.425798, -1.444147, -3.181147], [-5.178574, -3.566275, 1.076259], [-4.350015, -2.339743, 0.708311], [-4.075627, -2.294520, -0.788526], [-3.065040, -0.880628, -1.243937], [-1.656465, -1.206352, -0.722812], [-3.010881, -1.129335, -3.037251], [-2.885501, 0.192704, -3.786012], [-4.150683, 1.037302, -3.708423], [-5.377183, -3.592347, 2.146178], [-4.658107, -4.487421, 0.810268], [-6.138152, -3.561391, 0.559080], [-3.404713, -2.351124, 1.257081], [-4.879783, -1.428551, 1.001528], [-5.005780, -2.177994, -1.351409], [-3.564039, -3.191892, -1.148522], [-3.919677, -1.660029, -3.325295], [-2.158917, -1.794558, -3.193985], [-2.660659, -0.040316, -4.828995], [-2.021717, 0.745774, -3.405925], [-4.997905, 0.513648, -4.152956], [-4.027327, 1.976077, -4.246841], [-4.412028, 1.276388, -2.674854], [-0.323083, -2.957742, 1.424010], [-0.275707, -4.384728, 1.574336], [0.991899, -4.767368, 2.202619], [2.126781, -4.346888, 1.374849], [2.103236, -2.921277, 1.219277], [0.816732, -2.454977, 0.554955], [0.731805, -3.195658, -0.777240], [0.765417, -4.614909, -0.594142], [-0.361302, -5.018766, 0.254258], [2.019780, -4.992681, 0.062793], [-0.224987, -2.480736, 2.401530], [-1.248847, -2.648751, 0.945386], [1.021417, -5.848371, 2.327425], [1.065208, -4.301196, 3.186741], [2.937144, -2.597595, 0.595426], [2.162835, -2.451259, 2.201190], [1.591864, -2.874974, -1.373186], [-0.199494, -2.889933, -1.252613], [-0.349744, -6.100567, 0.374890], [-1.297213, -4.728415, -0.226358], [2.862731, -4.694163, -0.562445], [2.049195, -6.073037, 0.192242]], "atomic_forces_ev_per_a": [[0.15, 0.12, 0.06], [0.00, 0.00, 0.00], [-0.01, 0.00, 0.00], [0.01, 0.01, 0.00], [0.00, 0.00, -0.01], [-0.01, -0.06, 0.01], [-0.01, 0.01, -0.02], [0.02, 0.01, 0.01], [0.00, -0.01, 0.01], [-0.01, 0.00, -0.01], [0.02, -0.01, 0.00], [0.00, -0.02, 0.03], [-0.05, 0.02, 0.01], [-0.01, 0.01, 0.00], [-0.01, 0.00, 0.01], [0.01, 0.00, 0.01], [0.00, 0.00, -0.01], [-0.01, 0.03, 0.00], [0.00, 0.00, -0.01], [0.00, 0.00, 0.00], [0.00, 0.00, 0.00], [-0.01, 0.00, 0.01], [0.00, -0.01, 0.00], [0.00, 0.00, -0.01], [0.00, 0.00, 0.00], [-0.01, 0.00, 0.00], [0.01, 0.01, 0.00], [0.00, 0.00, 0.00], [0.00, 0.00, 0.00], [-0.01, -0.01, -0.01], [0.00, 0.00, -0.01], [0.00, 0.00, 0.00], [0.00, -0.01, -0.01], [0.02, 0.01, -0.02], [0.02, -0.01, 0.02], [0.00, 0.01, 0.00], [-0.10, -0.02, 0.01], [0.02, -0.02, 0.00], [0.00, 0.00, -0.01], [-0.01, 0.00, 0.00], [0.00, 0.00, 0.00], [0.00, 0.00, 0.00], [-0.01, 0.01, 0.01], [0.04, 0.00, 0.08], [0.00, 0.01, 0.00], [0.00, 0.00, -0.01], [0.00, 0.00, 0.00], [0.01, -0.02, 0.02], [-0.07, -0.06, -0.09], [0.00, 0.00, 0.00], [-0.01, -0.01, 0.00], [0.00, 0.00, -0.01], [0.00, 0.00, 0.00], [0.00, 0.00, 0.00], [0.01, 0.00, 0.00], [0.00, 0.00, 0.00], [0.00, 0.00, 0.00], [0.00, 0.00, 0.00], [0.01, 0.00, 0.00], [0.00, 0.00, 0.00], [0.00, 0.00, 0.00], [0.00, 0.00, 0.00], [-0.01, 0.01, 0.00], [0.01, 0.00, 0.00], [-0.01, 0.01, 0.00], [-0.03, 0.02, -0.01], [-0.04, -0.14, -0.05], [-0.02, 0.10, -0.06], [0.08, 0.02, 0.03], [-0.01, 0.00, 0.00], [0.00, 0.00, -0.01], [0.00, 0.00, 0.00], [0.00, 0.00, 0.00], [0.00, 0.00, 0.00], [0.03, 0.00, 0.02], [0.01, -0.01, 0.00], [0.00, -0.01, 0.02], [0.01, 0.01, -0.01], [-0.02, 0.03, 0.02], [-0.02, -0.01, -0.01], [0.01, 0.00, 0.00], [-0.01, 0.02, 0.01], [0.00, 0.00, 0.00], [0.00, 0.00, 0.00], [0.00, 0.00, 0.01], [-0.02, -0.01, 0.01], [0.02, 0.02, -0.01], [-0.01, -0.02, 0.00], [0.00, 0.00, -0.01], [0.00, 0.02, 0.01], [0.03, -0.11, -0.04], [0.02, 0.06, 0.00], [0.00, 0.00, 0.00], [0.00, -0.01, 0.01], [0.00, 0.00, 0.01], [0.00, 0.02, 0.01], [-0.02, 0.01, 0.00], [0.00, 0.00, 0.00], [0.00, 0.00, 0.00], [0.00, -0.01, 0.00], [-0.01, 0.01, -0.01], [-0.01, 0.01, -0.02], [0.00, 0.00, 0.01], [0.00, 0.00, 0.00], [0.00, 0.00, 0.00], [0.00, 0.00, 0.00], [0.00, 0.00, 0.00]], "total_charge": 3, "total_energy_ha": -3135.4328, "e_lumo_ev": -8.834, "homo_energy_ev": -15.79}